(1)
Formula: C36H47As3HfN2O3PSe2Te2
Source: OMol25
Level of theory: ωB97M-V with the def2-TZVPD basis set

Cartesian coordinates (Å):
Hf -0.36692 -1.93364 -0.17527
C -3.62809 -2.84592 -2.90496
As -3.17137 -1.78877 -1.33654
C -4.54809 -2.47745 -0.15831
C -4.10052 -0.10994 -1.74688
C -3.41320 0.94123 -2.61441
C -3.00481 0.32513 -3.95591
C -2.21377 1.58389 -1.92187
As -0.50437 0.64183 -1.72188
C 0.45908 2.11132 -0.90126
C 0.19213 0.91553 -3.53122
C -4.43662 2.05231 -2.92275
As -5.16203 3.36513 -1.62727
C -5.03003 2.47626 0.12090
C -3.60489 4.54391 -1.41423
H -4.64090 -2.58700 -3.21841
H -3.58196 -3.89640 -2.62414
H -2.93203 -2.68292 -3.72343
H -5.51113 -2.36555 -0.66033
H -4.54016 -1.93501 0.78388
H -4.35205 -3.52984 0.04196
H -4.39263 0.31740 -0.78626
H -5.02422 -0.42432 -2.24648
H -2.28269 -0.48912 -3.83652
H -2.55778 1.07363 -4.61194
H -3.87382 -0.08951 -4.46913
H -2.47699 1.92311 -0.91950
H -1.91310 2.46963 -2.49338
H 0.13280 3.03439 -1.38504
H 1.52666 1.97289 -1.05861
H 0.25423 2.15948 0.16548
H -0.28008 1.81998 -3.91602
H -0.02561 0.08702 -4.20079
H 1.26610 1.08909 -3.48778
H -5.32106 1.58743 -3.36716
H -4.02729 2.70824 -3.70032
H -5.69046 1.61172 0.16589
H -5.38114 3.20157 0.85493
H -4.00800 2.18682 0.37160
H -3.25519 4.85485 -2.39814
H -2.78545 4.07681 -0.86931
H -3.92412 5.43489 -0.87560
Se -1.79148 -2.67453 1.94246
Te -2.02410 -5.12748 1.28834
Te -0.11415 -5.71092 -0.52610
Se -0.53186 -3.76566 -2.09895
O 2.82017 -4.22365 1.25458
C 2.18480 -3.44868 0.59472
O 0.97295 -3.00546 0.87230
C 2.70638 -2.85106 -0.67772
C 3.90680 -3.28212 -1.21106
C 4.32370 -2.74745 -2.41877
C 3.51167 -1.81012 -3.03510
C 2.32687 -1.43970 -2.42192
N 1.92333 -1.92961 -1.25019
H 4.46822 -4.02905 -0.66857
H 5.25160 -3.06279 -2.87541
H 3.77744 -1.36970 -3.98522
H 1.67320 -0.73262 -2.90139
O -2.48708 0.22359 0.82672
N -1.23263 0.40621 1.39908
C -1.24780 0.87713 2.57990
C -0.07209 1.26104 3.37079
C -0.38733 1.97306 4.53263
C 0.60019 2.44052 5.37895
C 1.92713 2.18814 5.06986
C 2.24428 1.46838 3.92912
C 1.26681 0.99780 3.05424
P 1.84481 -0.07897 1.66951
C 2.80893 -1.24951 2.68194
C 2.06344 -2.12883 3.46817
C 2.70102 -3.02176 4.30837
C 4.08845 -3.05636 4.36173
C 4.83399 -2.18581 3.58465
C 4.19701 -1.27597 2.75093
C 3.10252 0.97988 0.86599
C 3.95220 0.41705 -0.08793
C 4.84436 1.20433 -0.79879
C 4.90002 2.57306 -0.57549
C 4.06223 3.14473 0.36974
C 3.17356 2.35427 1.08456
H -3.19140 0.37091 1.48287
H -2.21408 1.07797 3.05122
H -1.42716 2.15924 4.76799
H 0.33774 2.98654 6.27385
H 2.71730 2.53447 5.72162
H 3.28463 1.25050 3.72102
H 0.98022 -2.13830 3.40328
H 2.11544 -3.70800 4.90400
H 4.58653 -3.76759 5.00662
H 5.91434 -2.20697 3.62741
H 4.79298 -0.58837 2.16565
H 3.93835 -0.64889 -0.27295
H 5.50198 0.74332 -1.52411
H 5.59768 3.18800 -1.12718
H 4.10057 4.20937 0.55557
H 2.52692 2.82627 1.81288

Properties
Net charge: +1
Gap between HOMO and LUMO (Eh): 0.22666
HOMO energy (eV): -9.321
Calculated total energy (eV): -385605.1826

(2)
Formula: C36H47FN7O11SiY
Source: OMol25
Level of theory: ωB97M-V with the def2-TZVPD basis set

Cartesian coordinates (Å):
Y -0.42809 0.24372 -0.60772
O -2.74756 -2.86529 2.06876
C -1.87608 -2.02964 1.52898
O -2.17115 -0.94455 1.09402
C -0.45371 -2.55315 1.52075
O 0.43588 -1.46803 1.41764
C 0.41624 -0.66126 2.60925
C -0.25147 0.74535 2.42205
O -0.57467 1.34337 3.42422
O -0.36538 1.16856 1.22254
H -3.64589 -2.49464 2.02777
H -0.31967 -3.17338 0.62782
H -0.26029 -3.14978 2.42352
H 1.45291 -0.48813 2.89649
H -0.07840 -1.18507 3.42960
C 3.42568 0.00896 -2.56358
C 2.53473 -1.19282 -2.41215
C 3.00397 -2.40299 -2.89196
C 2.18914 -3.52833 -2.81287
C 0.91801 -3.39692 -2.31975
C 0.45808 -2.12899 -1.89430
N 1.31108 -1.05751 -1.87776
N -0.78523 -1.84608 -1.47875
Si -2.22253 -2.56542 -2.14261
C -2.54290 -1.65607 -3.80031
C -3.76448 -2.44371 -1.02502
C -2.19071 -4.43954 -2.56889
H 4.29950 -0.08878 -1.92053
H 2.89566 0.92663 -2.32526
H 3.78074 0.05833 -3.59411
H 3.99298 -2.46465 -3.31720
H 2.54836 -4.48656 -3.16325
H 0.25619 -4.24132 -2.26245
H -2.82747 -0.62718 -3.60358
H -3.33456 -2.12052 -4.37826
H -1.64409 -1.64857 -4.41174
H -3.79658 -1.50560 -0.48931
H -3.81288 -3.27184 -0.32396
H -4.65587 -2.49184 -1.64222
H -1.58161 -4.65687 -3.44061
H -3.20249 -4.76309 -2.79576
H -1.83858 -5.04729 -1.73928
F -1.81062 6.32672 -3.89849
C -2.17584 5.68894 -2.76669
C -2.93320 4.57607 -2.85172
N -3.36627 3.92223 -1.74355
C -3.82492 2.55535 -1.79951
C -2.61925 1.64125 -1.48810
O -2.80611 0.44044 -1.25444
O -1.48056 2.16277 -1.49693
C -2.96703 4.31886 -0.46646
O -3.32362 3.73556 0.52202
N -2.17702 5.44388 -0.43072
C -1.67164 6.18736 -1.49076
O -0.90449 7.10279 -1.31256
H -3.22925 4.18040 -3.81418
H -4.23439 2.31672 -2.78022
H -4.57594 2.38896 -1.02424
H -1.83854 5.69106 0.49478
C 0.60182 1.22448 -4.14014
C 0.95961 2.57165 -3.53197
O 1.12831 2.49251 -2.12346
C 1.22668 3.80811 -1.58480
C 1.11242 3.81885 -0.07289
H 1.47000 0.57779 -4.21749
H -0.15164 0.73201 -3.51737
H 0.19531 1.37745 -5.13732
H 0.15841 3.29540 -3.75422
H 1.89021 2.95339 -3.98372
H 0.42087 4.42716 -2.00763
H 2.18615 4.24590 -1.90465
H 0.98388 4.84611 0.26310
H 2.00200 3.40769 0.39371
H 0.24713 3.23312 0.23813
C 9.45971 6.47679 5.61529
C 8.22073 5.66375 5.81741
C 7.10340 5.82507 5.01085
C 5.97960 5.04042 5.19124
C 5.95938 4.05624 6.17720
N 4.86377 3.19981 6.32897
C 4.19989 2.49058 5.35390
O 3.28965 1.75313 5.64907
N 4.70860 2.67159 4.08811
C 4.21625 2.15154 2.90374
C 5.00972 2.19933 1.75786
C 4.51139 1.68274 0.57689
C 3.23839 1.13080 0.58155
N 2.48362 1.09624 1.66525
C 2.94164 1.59065 2.79597
C 7.05762 3.92580 7.02215
C 8.16911 4.72133 6.83918
H 9.41536 7.03436 4.68418
H 10.33056 5.82522 5.59197
H 9.59177 7.17852 6.43769
H 7.09471 6.57272 4.23115
H 5.10392 5.19910 4.58108
H 4.64703 2.88513 7.26503
H 5.60095 3.14410 4.02312
H 5.99601 2.64122 1.79753
H 5.10700 1.70468 -0.32104
H 2.76972 0.69766 -0.28909
H 2.28084 1.54724 3.65005
H 7.03976 3.19106 7.81354
H 9.02192 4.60533 7.49090

Properties
Gap between HOMO and LUMO (Eh): 0.30615
HOMO energy (eV): -7.831
Calculated total energy (eV): -82695.3587

(3)
Formula: C36H47N5P2Pd
Source: OMol25
Level of theory: ωB97M-V with the def2-TZVPD basis set

Cartesian coordinates (Å):
Pd -0.43506 -2.83058 3.05079
C -0.79370 2.92142 3.16277
C -1.23741 2.06842 2.23631
C -0.67352 1.76187 0.89198
C 0.58474 0.84536 0.68324
C 1.87922 1.25018 1.30299
C 2.18236 2.36352 1.98389
C 1.46969 3.68581 2.04509
C 0.35507 3.87094 3.11675
C 1.48445 -2.74460 3.36732
H -1.39306 3.05248 4.05787
H -2.03206 1.36533 2.54117
H -0.54864 2.72376 0.37136
H -1.46358 1.15165 0.42063
H 0.33792 -0.17651 1.03978
H 0.77389 0.71469 -0.40591
H 2.68737 0.52330 1.15029
H 3.11100 2.39790 2.55193
H 1.03477 3.99081 1.08100
H 2.22168 4.46116 2.30927
H 0.78874 3.95026 4.13533
H -0.09227 4.85388 2.88504
H 1.76794 -3.05551 4.39338
H 1.58544 -1.63910 3.23785
H 1.89875 -3.36294 2.53034
P 1.68278 -1.34559 -3.28888
P -1.84578 -0.83147 -3.09402
N 3.03086 -0.22846 -3.57011
N 2.34655 -2.52988 -4.45551
N -1.97190 0.92097 -3.35325
N -3.41790 -1.17759 -3.86724
C 0.61671 -0.52654 -4.56136
C -0.79340 -1.13548 -4.63752
C 3.93331 0.16718 -2.58076
C 4.89236 0.99901 -3.15604
C 4.56226 1.13292 -4.54271
C 3.40680 0.39630 -4.76273
C 2.60325 -3.84580 -4.06867
C 3.03241 -4.55686 -5.18343
C 3.03180 -3.66056 -6.29964
C 2.59708 -2.42980 -5.82618
C -1.75844 1.81154 -2.29115
C -1.62814 3.10204 -2.79447
C -1.80332 3.01985 -4.21749
C -1.95402 1.67154 -4.53519
C -4.16553 -0.49674 -4.83769
C -5.22878 -1.29465 -5.24365
C -5.12226 -2.53596 -4.53103
C -3.99375 -2.45486 -3.72634
H 1.00705 -0.54430 -5.59087
H 0.55969 0.52978 -4.25297
H -1.30698 -0.76132 -5.54351
H -0.79224 -2.23882 -4.70783
H 3.77838 -0.15467 -1.56729
H 5.71458 1.46886 -2.65008
H 5.08237 1.70542 -5.29580
H 2.80560 0.32920 -5.65760
H 2.42803 -4.13092 -3.04328
H 3.29826 -5.59632 -5.19871
H 3.29217 -3.87903 -7.32262
H 2.41905 -1.52116 -6.37682
H -1.68882 1.43200 -1.29035
H -1.39891 3.98794 -2.22267
H -1.80225 3.83787 -4.91780
H -2.03558 1.19452 -5.49793
H -3.90980 0.49929 -5.15456
H -5.97905 -1.02127 -5.97265
H -5.79365 -3.37691 -4.61327
H -3.55221 -3.16828 -3.05275
C 1.10443 1.32170 5.71647
N 0.68143 0.28821 6.61050
C 0.31212 0.72871 7.92161
C 0.39958 -1.05988 6.16603
C -1.02568 -1.26715 5.74443
C -2.03757 -0.95263 6.68982
C -3.38458 -0.99583 6.35717
C -3.77403 -1.37045 5.06563
C -2.77497 -1.63628 4.09649
C -1.43160 -1.73579 4.47608
H 1.81535 1.98223 6.25045
H 0.25724 1.95829 5.39130
H 1.58246 0.90705 4.81572
H -0.71860 1.12621 7.95320
H 0.39498 -0.07971 8.66190
H 0.97344 1.55811 8.21605
H 1.10061 -1.34711 5.37086
H 0.58306 -1.73193 7.03169
H -1.74880 -0.66352 7.70434
H -4.11086 -0.70622 7.12528
H -4.83244 -1.38933 4.78784
H -3.03797 -1.84115 3.06110

Properties
Net charge: +2
Gap between HOMO and LUMO (alpha / beta) (Eh): 0.24488 / 0.11083
<S²>: 6.023
Spin multiplicity: 5
HOMO energy (alpha / beta) (eV): -11.371 / -11.838
Calculated total energy (eV): -67578.3943

Let's list energy above the lowest of the compared OMol25 structures with the same formula, charge and spin in order: 124.78 138.15 73.95 kJ/mol.